Density functional theory data (the ωB97M-V functional and the def2-TZVPD basis) for C41H42AsMnN2SSi2 as an isolated structure.

Cartesian coordinates (Å):
Mn 0.4499 -0.4048 1.6953
C 2.6284 -3.1062 2.4526
Si 2.4716 -1.7940 1.0907
C 4.0100 -0.8964 0.7577
C 2.1187 -2.5882 -0.6274
C 3.0789 -3.0892 -1.5038
C 2.7501 -3.6925 -2.7064
C 1.4025 -3.6283 -3.1086
C 0.4330 -3.2232 -2.2259
C 0.8047 -2.6145 -1.0011
Si -0.5374 -2.2522 0.2806
C 2.0473 0.6120 2.7053
C -2.0807 -1.9497 -0.7516
H 3.2984 -3.9221 2.2277
H 1.6593 -3.5162 2.5649
H 2.8355 -2.5031 3.3454
H 4.7433 -1.4253 0.0497
H 4.6704 -0.6370 1.8575
H 3.6722 0.1399 0.4076
H 4.1029 -2.8814 -1.3503
H 3.5347 -4.1053 -3.4079
H 1.0593 -4.1505 -4.0353
H -0.6191 -3.3271 -2.3793
H 1.5497 1.1447 3.3370
H 2.4847 1.3099 1.9158
H 2.7559 -0.0087 3.2870
H -2.2776 -2.8847 -1.2226
H -1.4320 -1.1807 -1.4287
H -2.8673 -1.3513 -0.1144
S -1.4695 0.5753 2.7146
C -2.7260 0.3160 1.4828
N -2.4231 0.9773 0.3738
C -3.3583 1.1483 -0.7146
C -4.6513 0.6603 -0.5334
C -4.9233 -0.0876 0.6231
C -3.9442 -0.2009 1.6680
H -1.4253 0.7355 -0.0653
H -2.9796 1.8361 -1.4486
H -5.4404 0.5285 -1.4444
H -5.9395 -0.6465 0.4933
H -4.2023 -0.6629 2.6628
C -0.7772 -3.9026 1.2840
C -0.4271 -5.1161 0.5282
C -1.3633 -5.9270 -0.1238
C -0.9940 -6.9676 -1.0161
C 0.3257 -7.1983 -1.3150
C 1.2944 -6.3566 -0.6882
C 0.9054 -5.3808 0.2525
C 0.6541 -8.2903 -2.1180
N 0.9120 -9.1885 -2.7765
H -0.3204 -3.9664 2.2641
H -1.9023 -3.8141 1.5392
H -2.4315 -5.8508 0.1451
H -1.8956 -7.5804 -1.3995
H 2.3070 -6.3950 -1.0400
H 1.7118 -4.8307 0.7709
C 3.3929 6.4905 -0.3465
C 1.9894 6.7073 -0.3955
C 1.1088 5.6328 -0.2123
C 1.5942 4.3827 0.1063
C 2.9683 4.2056 0.2948
C 3.9147 5.2167 -0.0130
As 0.3928 2.9086 0.4658
C -0.9567 3.9322 1.4962
C -2.2330 4.0592 1.0451
C -3.1923 4.8657 1.8110
C -2.7063 5.4910 2.8978
C -1.4169 5.2230 3.4211
C -0.5601 4.4354 2.7501
C -0.2439 2.6422 -1.3174
C -0.0433 1.3948 -2.1257
C -0.6339 1.3090 -3.3606
C -1.5387 2.2003 -3.7953
C -1.5840 3.3929 -3.2313
C -1.0751 3.7033 -1.9367
H 4.0632 7.3905 -0.4218
H 1.6150 7.6722 -0.4577
H 0.0751 5.7941 -0.1408
H 3.2641 3.2627 0.7956
H 5.0200 5.0115 0.1158
H -2.4353 3.5405 0.0428
H -4.2796 4.9274 1.6029
H -3.3798 6.2044 3.4441
H -1.1275 5.7037 4.3533
H 0.5163 4.3174 3.1120
H 0.5653 0.7654 -1.2465
H -0.6484 0.2888 -3.5689
H -2.2055 1.8846 -4.6285
H -2.2199 4.1304 -3.6136
H -1.2635 4.4255 -1.1735

Properties
**LUMO level (spin up / spin down)**: 2.48 / 2.47 eV
**Max |F|**: 7.76 eV/A
**HOMO (spin up / spin down)**: -3.084 / -4.374 eV
**Net charge**: -1
**E_tot**: -164921.7419 eV
**Spin multiplicity**: 6

***

Density functional theory data (the ωB97M-V functional and the def2-TZVPD basis) for C41H42BrN10OV as an isolated structure.

Cartesian coordinates (Å):
V -0.0109 -0.5742 -0.5161
C -2.1651 -4.3661 0.8983
C -2.7684 -3.0179 0.5774
O -2.1678 -2.1375 -0.0155
N -4.0623 -2.8986 0.9662
C -4.9974 -1.8968 0.4783
C -4.9709 -0.4928 1.0650
C -6.1349 0.2647 0.9507
C -6.1487 1.5650 1.4222
C -4.9976 2.0809 1.9952
C -3.8982 1.2511 2.0971
N -3.8740 -0.0029 1.6369
H -1.1158 -4.3855 0.6194
H -2.6773 -5.1367 0.3218
H -2.2630 -4.6036 1.9589
H -4.4737 -3.7019 1.4083
H -5.9986 -2.2851 0.6557
H -4.8779 -1.8188 -0.6091
H -7.0183 -0.1690 0.5003
H -7.0480 2.1628 1.3546
H -4.9577 3.0960 2.3648
H -2.9848 1.5984 2.5679
N -1.1592 -1.3464 2.6128
C -0.1764 -2.1117 2.1778
N 0.3403 -2.9833 3.0371
C 1.2710 -3.8043 2.5722
N 1.8639 -4.6515 3.4104
N 1.6410 -3.8777 1.2732
C 1.1122 -2.9771 0.4907
N 0.2659 -1.9935 0.8769
C 1.3489 -3.0463 -0.9490
C 1.9508 -4.1191 -1.5669
C 1.9738 -4.1466 -2.9578
C 1.3743 -3.1183 -3.6562
C 0.8061 -2.0622 -2.9546
N 0.8276 -2.0071 -1.6210
H -1.4220 -1.4568 3.5782
H -1.8349 -0.9174 1.9792
H 1.6181 -4.6604 4.3843
H 2.5447 -5.2935 3.0460
H 2.3785 -4.8997 -0.9559
H 2.4447 -4.9649 -3.4845
H 1.3222 -3.1285 -4.7341
H 0.3717 -1.2296 -3.4831
C 4.3429 -0.9336 0.9610
C 3.5600 -0.8973 -0.3560
C 3.7197 0.4248 -1.0631
C 5.0084 0.8513 -1.3532
C 5.2437 2.0804 -1.9394
C 4.1829 2.9477 -2.1166
C 2.8760 2.5723 -1.8292
C 1.8163 3.6570 -1.9066
C 2.1876 4.8597 -1.0322
C 2.6301 1.2410 -1.4148
N 1.3031 0.7196 -1.4683
C 0.5703 1.0985 -2.4824
C -0.8049 0.8084 -2.5187
C -1.8050 1.2539 -3.3732
C -3.0235 0.7987 -2.8459
C -2.7326 0.0678 -1.7110
N -1.3942 0.0839 -1.4835
H 5.4164 -0.9260 0.7809
H 4.0997 -0.0637 1.5693
H 4.1008 -1.8362 1.5265
H 2.5085 -1.0513 -0.1373
H 3.9067 -1.7138 -0.9952
H 5.8385 0.1892 -1.1417
H 6.2472 2.3728 -2.2174
H 4.3649 3.9390 -2.5116
H 0.8497 3.2852 -1.5717
H 1.7052 3.9957 -2.9415
H 2.3838 4.5402 -0.0088
H 1.3634 5.5726 -1.0157
H 3.0748 5.3680 -1.4064
H 1.0143 1.6423 -3.3101
H -1.6596 1.8697 -4.2465
H -4.0048 0.9509 -3.2612
H -3.3891 -0.4609 -1.0494
C -0.7671 4.9072 1.1037
C -1.4178 3.9957 0.2566
C -1.0421 2.6805 0.2201
C 0.0110 2.1656 1.0228
C 0.4487 0.7875 1.0315
C 1.3869 0.4368 1.9710
C 1.9614 1.3494 2.8772
C 1.6121 2.6619 2.8311
C 0.6257 3.0977 1.9176
C 0.2241 4.4544 1.9235
H -1.0657 5.9471 1.1147
H -2.2378 4.3311 -0.3667
H -1.6089 2.0096 -0.3965
H 1.7356 -0.5848 2.0524
H 2.6881 0.9896 3.5947
H 2.0751 3.3845 3.4919
H 0.7172 5.1290 2.6134
Br -2.1000 -2.7862 -3.1622

Properties
**LUMO level (spin up / spin down)**: -4.04 / -3.72 eV
**Max |F|**: 1.30 eV/A
**HOMO (spin up / spin down)**: -9.332 / -9.328 eV
**Net charge**: +1
**E_tot**: -155874.8708 eV
**Spin multiplicity**: 2

***

Density functional theory data (the ωB97M-V functional and the def2-TZVPD basis) for C41H42Cl2F2MnN8O2PTi as an isolated structure.

Cartesian coordinates (Å):
Mn 1.1281 -2.7626 0.4239
Ti -0.1458 3.4652 -1.4635
O 0.7850 -0.7789 0.6679
P 0.8974 0.7669 0.6820
O 0.0625 1.6643 -0.2283
F 2.4315 1.0456 0.2603
F 0.7492 1.2877 2.1839
N -0.1420 -3.2149 2.0652
C -0.9914 -2.2425 2.6762
C -1.8302 -2.4496 3.7538
C -1.8907 -3.7033 4.2676
C -1.1223 -4.7168 3.7849
C -0.2804 -4.4676 2.6670
H -1.0239 -1.2488 2.2544
H -2.4040 -1.6459 4.1911
H -2.4426 -3.9410 5.1650
H -1.1977 -5.7370 4.1311
H 0.3322 -5.2921 2.3336
N -2.9760 -0.5549 0.8145
C -4.1561 -1.1063 0.5024
C -5.3062 -0.3407 0.5335
C -5.2747 1.0103 0.8591
C -4.0445 1.5715 1.0488
C -2.8930 0.7957 1.0372
H -4.1811 -2.1852 0.4609
H -6.2819 -0.7905 0.4238
H -6.1646 1.6026 1.0126
H -4.0155 2.6109 1.3409
H -1.9099 1.2069 1.2127
N -1.3630 4.4930 0.4110
C -2.5908 5.0491 0.2687
C -3.3458 5.5625 1.3034
C -2.8149 5.4992 2.6281
C -1.5668 4.8694 2.7909
C -0.8877 4.3410 1.7118
H -3.0339 5.0457 -0.7162
H -4.3489 5.9379 1.1649
H -3.4409 5.6585 3.4936
H -1.2077 4.8495 3.8092
H 0.1079 3.9517 1.8654
N -0.4405 -2.7351 -1.0985
C -1.5513 -3.4658 -0.8978
C -2.7757 -3.3369 -1.5469
C -2.7950 -2.4957 -2.6080
C -1.6470 -1.8693 -3.0427
C -0.4798 -1.9594 -2.2469
H -1.5690 -4.1445 -0.0579
H -3.7031 -3.8082 -1.2567
H -3.6652 -2.4244 -3.2438
H -1.6735 -1.2561 -3.9313
H 0.3838 -1.3909 -2.5589
N 1.7326 2.4920 -3.1651
C 2.9012 2.4237 -2.4676
C 4.0559 1.9885 -3.0931
C 4.0789 1.6813 -4.4185
C 2.8699 1.7229 -5.1483
C 1.7193 2.1047 -4.4660
H 2.8339 2.7403 -1.4373
H 4.9467 1.8915 -2.4902
H 5.0437 1.4811 -4.8606
H 2.8423 1.5712 -6.2172
H 0.7922 2.1570 -5.0176
N 2.7407 -2.7917 1.9730
C 3.6408 -3.7980 2.0417
C 4.5653 -3.9919 3.0615
C 4.5685 -3.1404 4.0975
C 3.7190 -2.0548 4.0658
C 2.7971 -1.9299 3.0515
H 3.5547 -4.5321 1.2543
H 5.2165 -4.8423 2.9229
H 5.3609 -3.2259 4.8264
H 3.7463 -1.3001 4.8378
H 2.1443 -1.0805 3.1883
N 2.6637 -2.3749 -1.0501
C 2.7481 -3.0481 -2.2614
C 3.6235 -2.6700 -3.2735
C 4.5653 -1.7000 -2.9756
C 4.5878 -1.0780 -1.7526
C 3.6586 -1.4649 -0.8337
H 2.0643 -3.8508 -2.4949
H 3.5864 -3.1232 -4.2531
H 5.4010 -1.4397 -3.6083
H 5.3846 -0.3936 -1.5014
H 3.7238 -1.0216 0.1490
N -2.1851 2.7317 -2.3635
C -3.1901 3.5223 -2.8642
C -4.4709 3.1021 -3.0709
C -4.7628 1.7618 -2.8595
C -3.7512 0.9277 -2.3785
C -2.4801 1.4402 -2.1860
H -2.9020 4.5244 -3.1455
H -5.2166 3.7799 -3.4593
H -5.7857 1.4277 -2.9517
H -3.9893 -0.1095 -2.1948
H -1.6849 0.8227 -1.7952
C 4.2362 2.5946 2.9571
Cl 4.5812 0.8801 2.5679
Cl 4.3132 2.9299 4.6815
H 4.9003 3.2872 2.4401
H 3.2074 2.7554 2.6349

Properties
**LUMO level (spin up / spin down)**: -4.36 / -4.63 eV
**Max |F|**: 4.80 eV/A
**HOMO (spin up / spin down)**: -8.686 / -13.670 eV
**Net charge**: +2
**E_tot**: -153410.2898 eV
**Spin multiplicity**: 9
**Relative energy (zero: lowest compared OMol25 entry of this formula, charge and spin)**: 48.9 kcal/mol

***

> The highest spin multiplicity belongs to which entry?

C41H42Cl2F2MnN8O2PTi

***

> Look up the E_tot of the third one.

-153410.2898 eV

***

> The lowest E_tot belongs to which entry?

C41H42AsMnN2SSi2